Record 1
This record from the Open Molecules 2025 dataset describes 2 unconnected molecules or ions with the total composition H3N4O2 in a non-equilibrium geometry. The level of theory is wB97M-V/def2-TZVPD.

Summary:
Total charge: -1
HOMO (spin up / spin down) in eV: -3.1927 / -3.1872
Energy relative to the best compared isomer or geometry (same formula, charge and spin) in kcal/mol: 32.60

```
9
Properties=species:S:1:pos:R:3:forces:R:3
N -1.008 1.381 0.757 1.86 0.95 0.17
N 0.693 -0.298 -0.468 0.35 0.65 3.61
N -0.636 0.107 0.903 1.77 0.22 -0.27
N -2.278 1.646 0.544 1.09 0.15 -0.57
O -3.151 0.818 0.760 -1.29 -1.56 0.18
O -2.529 2.793 0.181 -0.50 1.01 -0.10
H 0.822 0.722 -0.573 -0.08 -0.40 -0.22
H 1.467 -0.475 0.325 -2.10 0.32 -2.15
H -1.414 -0.436 0.619 -1.10 -1.34 -0.63
```
Forces are in eV/Å.


Record 2
This record from the Open Molecules 2025 dataset describes H3NO2S2 in the gas phase in a non-equilibrium geometry. The level of theory is wB97M-V/def2-TZVPD.

Summary:
HOMO in eV: -9.2382
Energy relative to the best compared isomer or geometry (same formula, charge and spin) in kcal/mol: 22.67

```
8
Properties=species:S:1:pos:R:3:forces:R:3
N 1.563 -0.605 -0.071 0.64 -0.57 -1.28
O -0.901 -0.432 -0.654 -1.11 -0.30 0.20
O -2.422 1.600 0.111 1.18 -1.36 -0.08
S -1.952 0.224 0.404 -0.92 1.18 2.47
S 0.497 0.152 -1.209 1.83 -0.55 0.13
H 2.192 0.169 0.091 0.52 -0.33 0.69
H 2.118 -1.490 -0.367 -1.47 2.13 0.19
H -1.095 0.381 1.694 -0.66 -0.20 -2.31
```
Forces are in eV/Å.


- Look up the energy relative to the best compared isomer or geometry (same formula, charge and spin) of the first one.
  32.60 kcal/mol


- Which value of energy relative to the best compared isomer or geometry (same formula, charge and spin) does entry 1 give?
  32.60 kcal/mol